{
  "formula": "C4H8O",
  "method": "ωB97M-V/def2-TZVPD",
  "relative_energy_kj_mol": 116.3,
  "smiles": "OCC1CC1",
  "energy_ha": -232.401345,
  "homo_lumo_gap_ev": 11.1931,
  "fmax_ev_per_a": 0.31,
  "species": ["O", "C", "C", "C", "C", "H", "H", "H", "H", "H", "H", "H", "H"],
  "positions_angstrom": [[-1.38441, 1.59745, 1.20594], [-1.14217, 0.35320, 0.57289], [0.19737, 0.33118, -0.15564], [0.46967, -0.60223, -1.29893], [1.18640, -0.79135, 0.00600], [-0.64820, 1.76342, 1.80676], [-1.97390, 0.22216, -0.12574], [-1.20045, -0.46462, 1.30905], [0.62540, 1.32731, -0.27724], [-0.29047, -1.32898, -1.57374], [1.02754, -0.21214, -2.14466], [0.88847, -1.64282, 0.61422], [2.24476, -0.55257, 0.06110]]
}

=====

{
  "formula": "C4H8O",
  "method": "ωB97M-V/def2-TZVPD",
  "relative_energy_kj_mol": 479.4,
  "energy_ha": -232.263023,
  "homo_lumo_gap_ev": 8.7442,
  "fmax_ev_per_a": 0.30,
  "species": ["C", "C", "O", "C", "C", "H", "H", "H", "H", "H", "H", "H", "H"],
  "positions_angstrom": [[-1.90614, -0.74655, 0.02566], [0.48231, 0.22961, 0.82335], [-0.94511, 0.20514, -0.45746], [1.57174, -0.39681, -0.03028], [1.48350, 1.08719, 0.06293], [-1.36956, -1.45903, 0.65437], [-2.36558, -1.24602, -0.83005], [-2.66914, -0.25070, 0.63022], [-1.28441, 1.09523, -0.29768], [2.33379, -0.93899, 0.52687], [1.31236, -0.85305, -0.98156], [2.17131, 1.63894, 0.70158], [1.18493, 1.63502, -0.82793]]
}

=====

{
  "formula": "C4H8O",
  "method": "ωB97M-V/def2-TZVPD",
  "relative_energy_kj_mol": 244.7,
  "smiles": "C[C@@H]1O[C@@H]1C",
  "energy_ha": -232.352447,
  "homo_lumo_gap_ev": 10.1212,
  "fmax_ev_per_a": 3.09,
  "species": ["C", "C", "O", "C", "C", "H", "H", "H", "H", "H", "H", "H", "H"],
  "positions_angstrom": [[1.53274, 0.51249, -0.36908], [0.78866, -0.71147, 0.03293], [-0.19237, -1.41025, -0.69885], [-0.68674, -0.70390, 0.41469], [-1.70608, 0.36800, 0.08709], [0.85796, 1.36338, -0.47748], [2.25090, 0.75207, 0.43015], [2.08968, 0.34312, -1.28700], [1.42662, -1.46640, 0.53410], [-0.32225, -0.95961, 1.39892], [-1.78568, 1.12118, 0.87591], [-2.72132, -0.04246, -0.04243], [-1.44962, 0.85346, -0.86351]]
}

=====

{
  "formula": "C4H8O",
  "method": "ωB97M-V/def2-TZVPD",
  "relative_energy_kj_mol": 478.5,
  "energy_ha": -232.263400,
  "homo_lumo_gap_ev": 9.9615,
  "fmax_ev_per_a": 5.07,
  "species": ["C", "C", "C", "C", "H", "H", "H", "H", "H", "H", "H", "H", "O"],
  "positions_angstrom": [[-0.86913, -0.90443, -0.68246], [0.11321, 0.14954, -0.31777], [0.74429, 0.98396, -1.22610], [0.51116, -0.03730, 1.13792], [-0.18543, -1.85387, -1.53888], [-1.90291, -0.29968, -1.37232], [-1.35895, -1.64395, 0.57273], [1.45427, 1.79814, -0.93888], [0.39809, 0.99222, -2.27026], [0.87983, -1.05659, 1.29766], [1.43404, 0.53242, 1.27179], [-0.75549, 1.11819, 1.97413], [-0.46300, 0.22135, 2.09244]]
}

=====

{
  "formula": "C4H8O",
  "method": "ωB97M-V/def2-TZVPD",
  "relative_energy_kj_mol": 194.3,
  "smiles": "OCC1CC1",
  "energy_ha": -232.371642,
  "homo_lumo_gap_ev": 11.2371,
  "fmax_ev_per_a": 2.66,
  "species": ["O", "C", "C", "C", "C", "H", "H", "H", "H", "H", "H", "H", "H"],
  "positions_angstrom": [[-2.13507, 0.76866, -0.51298], [-1.11958, 0.54867, 0.53992], [0.00039, -0.10718, -0.23796], [0.88203, -1.28785, 0.10166], [1.50067, 0.06167, -0.14627], [-1.99540, 1.61752, -0.96278], [-1.61100, -0.11479, 1.25767], [-0.85856, 1.50141, 1.01294], [-0.63439, -0.01789, -1.16252], [0.94300, -1.67774, 1.11975], [1.00940, -2.05787, -0.65604], [1.96141, 0.55136, 0.71483], [2.05710, 0.21404, -1.06821]]
}

=====

{
  "formula": "C4H8O",
  "method": "ωB97M-V/def2-TZVPD",
  "relative_energy_kj_mol": 198.2,
  "smiles": "C/C=C/OC",
  "energy_ha": -232.370134,
  "homo_lumo_gap_ev": 9.3203,
  "fmax_ev_per_a": 1.30,
  "species": ["C", "C", "C", "O", "C", "H", "H", "H", "H", "H", "H", "H", "H"],
  "positions_angstrom": [[0.04773, 1.73814, 0.93180], [-0.33671, 0.65247, 0.00671], [-1.02317, -0.44629, 0.29106], [-0.81571, -1.53696, -0.49685], [0.58080, -1.60023, -0.98349], [-0.34591, 2.70105, 0.60861], [1.14480, 1.81961, 0.97480], [-0.29080, 1.50168, 1.94210], [-0.00512, 0.69789, -1.02251], [-1.76903, -0.53043, 1.08632], [1.17158, -0.71737, -1.31959], [1.16840, -2.03986, -0.17353], [0.47313, -2.23971, -1.84544]]
}

=====

{
  "formula": "C4H8O",
  "method": "ωB97M-V/def2-TZVPD",
  "relative_energy_kj_mol": 238.2,
  "smiles": "C=C(C)OC",
  "energy_ha": -232.354917,
  "homo_lumo_gap_ev": 9.7656,
  "fmax_ev_per_a": 3.75,
  "species": ["C", "C", "C", "O", "C", "H", "H", "H", "H", "H", "H", "H", "H"],
  "positions_angstrom": [[-1.61513, -1.13527, 0.06567], [-0.53478, -0.38853, -0.03523], [-0.74983, 1.12930, -0.09649], [0.71483, -0.96815, -0.27355], [1.90875, -0.24341, 0.09696], [-2.60126, -0.60429, 0.26780], [-1.60329, -2.20110, -0.12199], [-0.58948, 1.52812, -1.21310], [0.22378, 1.66884, 0.52741], [-1.80967, 1.32442, 0.34072], [2.06006, 0.03100, 1.22517], [2.74436, -0.93574, -0.27783], [1.85165, 0.79482, -0.50554]]
}

=====

{
  "formula": "C4H8O",
  "method": "ωB97M-V/def2-TZVPD",
  "relative_energy_kj_mol": 108.5,
  "smiles": "C[C@@H]1O[C@@H]1C",
  "energy_ha": -232.404313,
  "homo_lumo_gap_ev": 11.2406,
  "fmax_ev_per_a": 0.67,
  "species": ["C", "C", "O", "C", "C", "H", "H", "H", "H", "H", "H", "H", "H"],
  "positions_angstrom": [[1.48637, 0.50844, -0.49076], [0.79430, -0.67121, 0.13589], [-0.02466, -1.45286, -0.70028], [-0.64381, -0.72227, 0.38766], [-1.59759, 0.42373, 0.16363], [0.83110, 1.06294, -1.16489], [1.84703, 1.18965, 0.28398], [2.35024, 0.18164, -1.07447], [1.42536, -1.25227, 0.80724], [-1.00868, -1.40236, 1.16271], [-1.61041, 0.86834, 1.16598], [-2.60702, 0.08711, -0.12994], [-1.24222, 1.17913, -0.54675]]
}

=====

{
  "formula": "C4H8O",
  "method": "ωB97M-V/def2-TZVPD",
  "relative_energy_kj_mol": 232.4,
  "energy_ha": -232.357129,
  "homo_lumo_gap_ev": 10.4596,
  "fmax_ev_per_a": 3.10,
  "species": ["C", "C", "C", "C", "O", "H", "H", "H", "H", "H", "H", "H", "H"],
  "positions_angstrom": [[1.69525, -0.26160, -0.09850], [0.35537, 0.20423, -0.53553], [-0.87076, -0.61933, -0.27737], [-1.33517, 0.56581, 0.62900], [-0.08441, 1.10096, 0.93196], [2.50041, 0.35818, -0.49385], [1.56219, -0.06758, 0.96811], [1.90010, -1.32520, -0.24124], [0.28472, 0.85440, -1.41948], [-1.55739, -0.79146, -1.11095], [-0.63643, -1.55309, 0.24849], [-1.99154, 0.29779, 1.46433], [-1.85447, 1.24594, -0.05664]]
}

=====

{
  "formula": "C4H8O",
  "method": "ωB97M-V/def2-TZVPD",
  "relative_energy_kj_mol": 129.6,
  "energy_ha": -232.396281,
  "homo_lumo_gap_ev": 10.8816,
  "fmax_ev_per_a": 1.53,
  "species": ["C", "C", "C", "C", "O", "H", "H", "H", "H", "H", "H", "H", "H"],
  "positions_angstrom": [[-0.26931, -1.67765, -0.31469], [0.25316, -0.28484, -0.42612], [-0.61105, 0.88826, -0.00179], [0.67367, 1.33074, 0.67135], [1.24541, 0.00480, 0.58133], [0.53832, -2.38380, -0.51581], [-0.65274, -1.84983, 0.69699], [-1.07514, -1.81035, -1.03986], [0.66177, -0.04750, -1.41673], [-1.06527, 1.55074, -0.73485], [-1.37571, 0.61029, 0.74524], [0.34566, 1.64552, 1.64440], [1.33125, 2.02361, 0.11054]]
}

=====

{
  "formula": "C4H8O",
  "method": "ωB97M-V/def2-TZVPD",
  "relative_energy_kj_mol": 666.8,
  "energy_ha": -232.191672,
  "homo_lumo_gap_ev": 8.4799,
  "fmax_ev_per_a": 0.31,
  "species": ["C", "O", "C", "C", "C", "H", "H", "H", "H", "H", "H", "H", "H"],
  "positions_angstrom": [[1.79352, 0.21569, 0.56977], [0.89193, -0.80171, 0.13311], [-0.28519, -0.37267, -0.31146], [-1.58929, -0.86117, -0.43440], [-1.37258, 0.45933, 0.25711], [1.31284, 0.85337, 1.31858], [2.13136, 0.82334, -0.27721], [2.64159, -0.30539, 1.01555], [0.14938, 0.22273, -1.69643], [-0.66794, -0.34505, -1.60206], [-2.00021, -1.80382, -0.10701], [-1.69211, 1.39392, -0.21295], [-1.31330, 0.52143, 1.34739]]
}

=====

{
  "formula": "C4H8O",
  "method": "ωB97M-V/def2-TZVPD",
  "relative_energy_kj_mol": 97.1,
  "smiles": "CC1(C)CO1",
  "energy_ha": -232.408658,
  "homo_lumo_gap_ev": 11.1768,
  "fmax_ev_per_a": 0.98,
  "species": ["C", "C", "C", "C", "O", "H", "H", "H", "H", "H", "H", "H", "H"],
  "positions_angstrom": [[0.78722, -0.41420, 1.16484], [-0.08149, 0.12888, 0.04653], [-0.90735, -0.88595, -0.72302], [0.26830, 1.39696, -0.59621], [-0.78966, 1.33477, 0.34161], [1.48218, -1.15418, 0.79602], [0.12819, -0.90609, 1.90458], [1.33264, 0.39048, 1.66856], [-1.47751, -1.50534, -0.00636], [-1.61897, -0.40370, -1.38947], [-0.25931, -1.53906, -1.32906], [-0.01140, 1.60274, -1.62052], [1.14716, 1.95468, -0.25750]]
}